Record 1
{
  "formula": "C10H21N3O4",
  "method": "the ωB97M-V functional and the def2-TZVPD basis",
  "species": ["C", "O", "C", "C", "C", "C", "C", "C", "O", "N", "O", "O", "C", "N", "C", "C", "N", "H", "H", "H", "H", "H", "H", "H", "H", "H", "H", "H", "H", "H", "H", "H", "H", "H", "H", "H", "H", "H"],
  "xyz": [[4.800, 1.574, -0.110], [4.748, 0.171, -0.002], [3.532, -0.329, 0.536], [2.778, -1.133, -0.510], [1.346, -1.495, -0.112], [0.428, -0.278, -0.038], [-1.021, -0.644, 0.267], [-1.704, -1.586, -0.718], [-1.608, -2.945, -0.324], [-2.576, -3.344, 0.665], [-2.103, -4.129, 1.379], [-3.069, -1.206, -0.758], [-3.253, 0.132, -0.352], [-3.419, 0.983, -1.528], [-2.026, 0.510, 0.533], [-1.534, 1.943, 0.316], [-2.287, 2.953, 1.078], [4.153, 1.947, -0.914], [4.524, 2.064, 0.831], [5.828, 1.846, -0.344], [2.925, 0.507, 0.899], [3.779, -0.952, 1.402], [2.725, -0.516, -1.414], [3.349, -2.025, -0.766], [1.319, -2.049, 0.830], [0.963, -2.148, -0.900], [0.486, 0.298, -0.969], [0.759, 0.400, 0.750], [-0.978, -1.228, 1.192], [-1.343, -1.555, -1.750], [-4.159, 0.234, 0.250], [-3.230, 0.424, -2.353], [-4.383, 1.278, -1.613], [-2.300, 0.437, 1.588], [-0.493, 2.043, 0.621], [-1.606, 2.217, -0.733], [-3.281, 2.757, 1.010], [-2.070, 2.843, 2.064]],
  "forces_ev_per_a": [[0.060, 0.014, -0.077], [0.079, -0.058, 0.164], [0.096, 0.015, -0.037], [-0.182, 0.338, 0.029], [0.094, 0.115, -0.447], [-0.184, 0.145, -0.041], [0.253, -0.193, 0.583], [-1.044, 0.350, -0.250], [0.260, -0.222, 0.015], [0.261, 0.377, 0.227], [-0.124, -0.200, -0.273], [-0.088, -0.189, 0.264], [0.070, 0.707, 0.074], [-0.194, -0.140, 0.002], [0.335, -0.139, -0.474], [-0.046, 0.248, 0.160], [-0.077, -0.316, 0.141], [-0.054, 0.002, 0.059], [-0.029, -0.012, -0.011], [-0.003, -0.027, -0.034], [-0.037, -0.027, -0.005], [-0.035, -0.022, -0.015], [0.080, -0.057, -0.058], [0.019, -0.025, 0.037], [-0.030, -0.044, -0.022], [-0.048, -0.222, 0.195], [0.031, -0.067, -0.050], [0.078, -0.022, 0.017], [0.015, -0.003, 0.007], [0.459, -0.107, 0.151], [-0.070, -0.395, -0.035], [0.107, 0.090, -0.003], [0.032, 0.009, -0.009], [-0.220, -0.012, -0.060], [0.016, -0.033, -0.021], [0.114, -0.125, -0.035], [0.009, 0.167, -0.148], [-0.001, 0.083, -0.019]],
  "lowdin_charge": [-0.119, -0.191, -0.236, -0.174, -0.190, -0.171, -0.198, -0.313, -0.054, 0.010, 0.085, -0.036, -0.345, 0.081, -0.182, -0.255, 0.002, 0.088, 0.085, 0.086, 0.105, 0.128, 0.118, 0.117, 0.126, 0.111, 0.134, 0.103, 0.145, 0.167, 0.149, 0.087, 0.078, 0.140, 0.101, 0.099, 0.058, 0.062],
  "e_tot_ev": -23367.2036,
  "e_above_lowest_ev": 4.954,
  "spin_multiplicity": 1,
  "smiles": "COCCCC[C@@H]1[C@@H](ON=O)O[C@H](N)[C@@H]1CN"
}

Record 2
{
  "formula": "C10H21N3PPd",
  "method": "the ωB97M-V functional and the def2-TZVPD basis",
  "species": ["C", "C", "C", "C", "C", "Pd", "P", "H", "H", "H", "H", "H", "H", "H", "H", "C", "N", "C", "C", "N", "N", "C", "C", "H", "H", "H", "H", "H", "H", "H", "H", "H", "H", "H", "H", "H"],
  "xyz": [[0.561, 1.129, -2.700], [0.484, 0.249, -3.832], [-0.375, -0.802, -4.152], [-0.680, -1.942, -3.365], [0.165, -2.358, -2.351], [-0.045, -0.590, -1.897], [-0.608, 2.490, -2.346], [1.606, 1.461, -2.453], [1.230, 0.556, -4.661], [-0.742, -0.781, -5.183], [0.342, -3.318, -1.840], [-1.614, -2.448, -3.714], [-1.740, 1.923, -1.593], [-1.066, 3.139, -3.578], [0.150, 3.444, -1.514], [0.392, 2.392, 1.957], [0.243, 1.000, 2.375], [0.359, 0.804, 3.833], [0.276, -0.010, 1.411], [0.706, 0.231, 0.166], [-0.124, -1.249, 1.743], [-0.742, -1.632, 3.005], [0.041, -2.328, 0.781], [0.040, 3.042, 2.772], [-0.207, 2.569, 1.046], [1.456, 2.636, 1.765], [-0.626, 0.599, 4.299], [1.094, 0.012, 4.077], [0.720, 1.763, 4.252], [1.169, 1.124, 0.154], [-1.143, -2.643, 2.820], [0.009, -1.691, 3.821], [-1.579, -0.958, 3.267], [-0.808, -2.391, 0.074], [0.953, -2.165, 0.199], [0.103, -3.256, 1.362]],
  "forces_ev_per_a": [[0.512, 3.412, 0.282], [1.867, 1.104, -3.387], [-0.170, 0.979, -2.229], [-1.168, -1.339, -1.135], [0.083, -2.902, -0.031], [-0.013, 1.198, 6.252], [0.982, -2.189, -0.500], [-1.040, 0.192, -0.229], [-0.943, -0.394, 0.624], [-0.125, -0.427, -0.316], [-0.378, 0.216, -0.518], [0.591, -0.100, 0.513], [0.116, 0.690, -0.471], [-0.202, -0.156, 0.411], [-0.040, 0.124, 0.179], [0.094, -0.248, -0.265], [-0.330, -0.144, 0.584], [0.129, 0.296, -0.312], [1.144, 1.520, -1.525], [-0.877, -0.930, 2.357], [-0.221, -0.732, 0.491], [-0.189, -0.194, -0.287], [0.046, -0.146, 0.033], [-0.022, -0.194, -0.421], [0.364, 0.122, 0.410], [-0.399, 0.084, -0.094], [0.636, -0.003, -0.074], [-0.405, 0.436, 0.000], [-0.044, -0.655, -0.161], [0.013, 0.318, -0.364], [-0.021, 0.517, 0.388], [-0.695, -0.056, -0.320], [0.449, -0.393, -0.005], [0.397, 0.085, 0.270], [-0.274, -0.147, 0.103], [0.133, 0.057, -0.252]],
  "lowdin_charge": [-0.715, -0.393, -0.313, -0.377, -0.269, 0.705, 0.723, 0.035, 0.081, 0.057, 0.011, 0.077, -0.087, -0.096, -0.159, -0.180, -0.158, -0.100, -0.425, 0.066, -0.155, -0.082, -0.109, 0.065, 0.042, 0.067, 0.072, 0.083, 0.077, 0.004, 0.082, 0.076, 0.088, 0.068, 0.063, 0.077],
  "e_tot_ev": -27939.2831,
  "e_above_lowest_ev": 3.384,
  "spin_multiplicity": 3,
  "charge": -1
}

Record 3
{
  "formula": "C10H21N8O2PtSe",
  "method": "the ωB97M-V functional and the def2-TZVPD basis",
  "species": ["Pt", "N", "C", "C", "C", "O", "O", "H", "H", "H", "H", "H", "H", "N", "C", "C", "N", "C", "C", "H", "H", "H", "H", "H", "H", "H", "H", "H", "H", "H", "Se", "C", "N", "N", "C", "N", "N", "C", "N", "H", "H", "H", "H"],
  "xyz": [[0.462, 1.328, 0.140], [1.264, 3.648, 0.191], [0.170, 4.566, 0.520], [-1.084, 4.204, -0.269], [-1.538, 2.773, 0.051], [-2.318, 2.198, -0.733], [-1.156, 2.272, 1.163], [2.031, 3.753, 0.848], [1.613, 3.826, -0.749], [0.446, 5.608, 0.317], [-0.050, 4.466, 1.585], [-0.923, 4.286, -1.346], [-1.898, 4.879, -0.001], [-3.266, -2.432, 0.064], [-2.840, -1.921, -1.269], [-1.449, -1.284, -1.117], [-1.461, -0.237, -0.129], [-1.923, -0.697, 1.160], [-3.316, -1.330, 1.069], [-2.563, -3.115, 0.380], [-4.172, -2.909, -0.005], [-3.557, -1.170, -1.606], [-2.819, -2.741, -1.989], [-1.130, -0.859, -2.069], [-0.715, -2.046, -0.824], [-2.019, 0.592, -0.445], [-1.960, 0.165, 1.829], [-1.205, -1.418, 1.568], [-4.051, -0.594, 0.737], [-3.632, -1.743, 2.028], [4.710, 0.672, -1.778], [3.034, 0.931, -1.460], [1.878, 1.082, -1.307], [4.633, -2.105, 0.385], [3.600, -2.952, 0.297], [3.827, -4.234, -0.020], [2.359, -2.599, 0.529], [1.902, -1.443, 0.801], [1.304, -0.488, 1.094], [5.559, -2.369, 0.097], [4.453, -1.125, 0.534], [4.750, -4.567, -0.230], [3.054, -4.876, -0.041]],
  "forces_ev_per_a": [[0.920, 2.889, -0.684], [-0.429, -1.335, -0.331], [-0.598, 0.285, 0.084], [0.323, -0.388, 0.216], [-1.296, 0.781, -1.475], [0.071, 0.610, 0.192], [0.900, -1.202, 1.262], [-0.018, -0.205, -0.144], [0.070, -0.127, 0.126], [0.064, -0.157, 0.057], [0.113, 0.018, -0.128], [-0.064, 0.010, 0.037], [-0.034, 0.002, -0.044], [-0.190, -0.383, -0.026], [0.675, 0.276, -0.766], [-0.162, -0.080, -0.069], [0.092, 0.304, -0.296], [-0.178, 0.038, 0.148], [0.258, 0.527, 0.581], [-0.301, 0.045, -0.070], [0.260, 0.056, 0.068], [-0.067, -0.127, 0.181], [-0.111, -0.073, 0.158], [-0.065, -0.155, -0.048], [-0.006, -0.024, -0.082], [0.249, -0.232, 0.156], [-0.027, -0.144, 0.022], [-0.003, 0.022, 0.031], [0.016, -0.148, -0.091], [-0.010, -0.055, -0.097], [1.194, -0.073, -0.186], [-1.338, 0.003, 0.065], [-0.287, -0.382, 0.807], [-0.100, -0.343, 0.156], [0.365, 0.477, 0.065], [0.171, 0.018, -0.029], [-0.154, -1.576, -0.363], [-0.591, 1.104, 0.524], [0.246, -0.437, 0.207], [-0.019, 0.066, -0.029], [0.070, 0.074, -0.198], [-0.032, -0.050, 0.029], [0.025, 0.091, -0.014]],
  "lowdin_charge": [1.117, -0.003, -0.245, -0.095, -0.704, -0.014, -0.177, 0.104, 0.098, 0.124, 0.121, 0.125, 0.131, 0.051, -0.093, -0.178, -0.139, -0.198, -0.087, 0.188, 0.189, 0.144, 0.137, 0.138, 0.123, 0.062, 0.121, 0.118, 0.145, 0.139, 0.603, -0.991, -0.149, 0.191, -0.485, 0.182, 0.119, -0.354, 0.029, 0.117, 0.062, 0.117, 0.117],
  "e_tot_ev": -95312.9244,
  "e_above_lowest_ev": 3.273,
  "spin_multiplicity": 1,
  "charge": 1
}

Record 4
{
  "formula": "C10H21NS",
  "method": "the ωB97M-V functional and the def2-TZVPD basis",
  "species": ["C", "C", "N", "S", "C", "C", "C", "C", "C", "C", "C", "C", "H", "H", "H", "H", "H", "H", "H", "H", "H", "H", "H", "H", "H", "H", "H", "H", "H", "H", "H", "H", "H"],
  "xyz": [[-0.622, -1.831, -0.495], [-0.118, -0.825, 0.205], [0.738, 0.297, -0.572], [2.121, -0.382, -1.406], [0.010, 1.106, -1.568], [-1.282, 1.442, -0.881], [0.764, 2.523, -1.700], [-0.181, 0.531, -2.994], [0.064, -0.818, 1.716], [1.179, 0.244, 2.009], [0.566, -2.249, 2.156], [-1.258, -0.530, 2.512], [-0.759, -1.833, -1.532], [-1.035, -2.690, -0.139], [1.751, -1.623, -1.225], [-2.139, 0.673, -1.025], [-1.139, 1.542, 0.229], [-1.873, 2.333, -1.129], [0.053, 3.188, -1.260], [0.940, 2.739, -2.772], [1.606, 2.523, -1.057], [0.815, 0.283, -3.423], [-0.871, -0.341, -2.937], [-0.757, 1.356, -3.491], [0.860, 1.065, 1.461], [1.167, 0.412, 3.046], [2.029, -0.151, 1.627], [-0.131, -2.658, 2.909], [0.522, -2.788, 1.198], [1.623, -2.161, 2.511], [-1.021, -0.623, 3.520], [-2.051, -1.290, 2.199], [-1.572, 0.536, 2.307]],
  "forces_ev_per_a": [[0.258, 2.150, -0.356], [2.081, 0.882, -1.498], [-1.337, -1.931, -0.115], [0.544, 0.396, 1.129], [0.061, 1.577, -0.153], [-3.577, -1.063, 1.199], [-1.254, -1.785, -0.810], [-1.021, 0.443, 0.812], [0.441, 0.044, 0.511], [-3.951, -1.362, 0.839], [-0.017, 0.920, -0.673], [-0.317, 0.515, -3.313], [0.417, 0.464, -1.552], [-1.148, -2.059, 1.827], [-0.026, -0.969, -0.206], [1.663, 0.581, 0.349], [0.040, -0.186, -0.946], [0.901, 0.260, -0.579], [-0.087, 0.989, -0.129], [0.247, 0.150, 0.847], [1.225, 0.067, 0.169], [-1.122, 0.306, -0.122], [0.676, 0.404, -0.324], [0.766, -0.874, -0.189], [0.032, 1.929, -0.524], [0.486, 0.303, 1.433], [2.973, -0.765, -0.918], [0.667, -0.124, -0.309], [0.361, -0.654, 1.034], [-0.963, -0.401, -0.091], [0.173, -0.205, 1.924], [0.882, 1.201, 0.502], [-0.074, -1.204, 0.228]],
  "lowdin_charge": [0.044, -0.246, -0.402, 0.830, -0.678, -0.087, -0.020, -0.092, -0.505, -0.035, -0.024, -0.040, 0.046, 0.047, -0.145, 0.112, 0.090, 0.080, 0.052, 0.087, 0.054, 0.041, 0.069, 0.097, 0.044, 0.077, 0.034, 0.080, 0.056, 0.093, 0.044, 0.108, 0.089],
  "e_tot_ev": -23032.3897,
  "e_above_lowest_ev": 0.785,
  "spin_multiplicity": 1,
  "smiles": "C=C(N(S)C(C)(C)C)C(C)(C)C"
}